The following is a quantum chemistry calculation of a structure of composition C26H32MoN3O10P, from the OMol25 dataset.

```
73
Properties=species:S:1:pos:R:3:forces:R:3:lowdin_charge:R:1
Mo 0.00000 0.00000 0.00000 6.1 2.7 4.0 2.043
O -1.08030 -5.19030 -0.60790 1.0 0.7 0.7 0.037
C 0.01820 -5.19580 0.21960 -0.8 -0.5 -0.6 -0.247
C 0.53910 -6.45610 0.52660 0.6 0.1 0.4 -0.011
C 1.65430 -6.56770 1.35480 -0.5 0.3 -0.3 -0.077
C 2.24570 -5.41870 1.87460 -0.2 0.7 -0.1 -0.090
C 1.72070 -4.15820 1.56540 -0.1 -0.1 -0.1 -0.012
C 0.59560 -4.01430 0.72870 -0.5 -0.4 -0.2 -0.049
C -0.00590 -2.66390 0.37950 0.1 -5.7 0.6 -0.456
O 0.70790 -1.71930 0.75760 -0.8 0.5 -0.8 -0.143
N -1.14690 -2.64100 -0.24830 1.0 0.2 -0.6 0.056
N -1.47840 -1.30740 -0.46790 -0.2 -1.4 0.8 -0.118
C -2.67060 -1.03540 -0.05510 -1.9 2.1 -0.3 -0.003
C -3.22930 0.32900 -0.12360 0.4 -1.7 0.0 -0.132
C -4.55310 0.44620 -0.58530 -0.3 0.9 0.4 -0.025
C -5.14150 1.70090 -0.69080 -0.6 -1.1 0.5 -0.105
C -4.40820 2.82150 -0.32220 1.0 -0.4 2.2 -0.101
C -3.09680 2.67800 0.15760 -1.2 0.9 1.0 -0.005
C -2.44820 1.43320 0.28790 -3.3 0.4 -1.1 -0.345
O -1.26450 1.32730 0.75730 -1.3 -0.4 0.5 -0.199
H -1.30130 -4.22520 -0.69070 -0.4 -0.7 -0.3 0.050
H 0.06640 -7.34060 0.11400 0.0 0.2 0.0 0.117
H 2.05880 -7.54520 1.59310 0.0 0.1 0.0 0.104
H 3.11380 -5.48670 2.52170 -0.1 0.0 -0.1 0.099
H 2.18740 -3.26740 1.98110 -0.1 -0.1 -0.1 0.117
H -3.33170 -1.82000 0.34890 0.6 0.0 -0.5 0.167
H -5.09780 -0.44250 -0.88260 0.0 0.0 0.1 0.121
H -6.15310 1.80280 -1.06380 0.1 0.0 0.0 0.116
H -4.83710 3.81370 -0.39930 0.1 -0.1 0.0 0.127
H -2.54120 3.56840 0.44920 -0.5 -0.6 -0.1 0.089
C -0.72000 4.83160 0.11700 0.0 -0.2 0.0 -0.031
C 0.63900 4.87170 -0.58630 0.3 1.7 0.8 -0.619
C 1.79100 4.74900 0.41570 0.1 -0.4 0.2 -0.020
C 0.76990 6.22540 -1.30340 0.0 0.0 -0.4 -0.031
O 0.77170 3.89940 -1.61360 0.1 -1.6 0.2 -0.134
P 0.38730 2.33420 -1.42970 1.1 3.2 -4.1 0.327
O 1.02040 1.57010 -2.56450 -0.9 -0.1 1.9 -0.236
O 0.62360 1.91930 0.00000 0.3 1.3 -1.1 -0.383
O -1.21610 2.42240 -1.65990 1.1 -0.7 0.7 -0.191
C -1.82960 2.46020 -2.94080 -1.3 0.2 -1.6 -0.588
C -1.19040 3.47530 -3.89170 0.5 0.1 0.0 -0.023
C -3.27880 2.89850 -2.67290 0.3 -0.3 -0.4 -0.033
C -1.86120 1.05870 -3.55780 0.4 -0.3 -0.1 -0.020
H -0.82380 5.65770 0.82910 0.2 -0.1 -0.2 0.105
H -0.86610 3.90080 0.67240 0.5 0.2 0.0 0.062
H -1.53770 4.90240 -0.60790 0.2 0.1 0.0 0.084
H 1.81610 5.60210 1.10260 -0.1 0.0 -0.2 0.092
H 2.75460 4.69180 -0.10300 -0.2 0.1 -0.1 0.097
H 1.70980 3.84530 1.02510 -0.1 0.0 -0.1 0.061
H 0.70530 7.06580 -0.60410 0.0 -0.2 0.0 0.088
H -0.01580 6.34430 -2.05850 0.0 -0.1 0.2 0.079
H 1.72460 6.29360 -1.83840 -0.1 -0.1 0.2 0.092
H -1.15560 4.47040 -3.43570 -0.1 -0.1 0.0 0.081
H -1.75180 3.54990 -4.82960 -0.1 -0.2 0.3 0.095
H -0.16170 3.20560 -4.14720 -0.1 0.0 0.1 0.084
H -3.30590 3.88590 -2.19750 0.1 -0.1 -0.3 0.094
H -3.77390 2.20860 -1.97930 0.9 0.3 -1.7 0.028
H -3.86850 2.94390 -3.59460 0.3 0.0 0.0 0.108
H -0.86550 0.71840 -3.85370 0.0 0.2 0.1 0.077
H -2.49320 1.02950 -4.45220 0.0 0.1 0.2 0.095
H -2.24230 0.32470 -2.83880 -0.2 0.2 0.0 0.070
O -1.18270 -1.92490 2.46390 -0.1 0.9 0.0 0.072
C -0.57250 -0.93180 2.84880 -1.8 -2.8 0.9 -0.461
C -0.39190 -0.63790 4.30230 -0.1 -0.1 0.8 -0.070
C 0.39190 0.63790 4.30240 0.0 0.0 0.8 -0.072
C 0.57250 0.93180 2.84880 2.5 4.2 0.6 -0.472
O 1.18270 1.92490 2.46390 -0.7 -1.3 0.5 0.076
N 0.00000 0.00000 2.09190 0.2 -0.5 -1.4 0.027
H 0.15710 -1.45180 4.78560 -0.3 -0.1 -0.2 0.137
H -1.36610 -0.51590 4.78560 0.1 -0.3 -0.2 0.135
H 1.36610 0.51590 4.78560 -0.1 0.3 -0.2 0.136
H -0.15710 1.45180 4.78560 0.3 0.0 -0.2 0.135
O 1.71050 0.00000 0.00000 -1.4 0.0 -1.7 -0.282
```
Positions in Å, forces in eV/Å.

**Energy above the lowest of the compared OMol25 structures with the same formula, charge and spin**: 187.14 kcal per mole
**Net charge**: 0
**2S+1**: 1
**Max |F|**: 7.76 eV Å⁻¹
**Energy**: -63569.8193 eV

The following is a quantum chemistry calculation of a structure of composition C13H22N4O3PbS, from the OMol25 dataset.

```
44
Properties=species:S:1:pos:R:3:forces:R:3:lowdin_charge:R:1
C -0.83267 -2.24882 -4.34032 -0.6 0.3 -1.2 0.059
C -1.39763 -1.40329 -5.24200 0.6 -2.0 0.5 -0.318
H -0.77987 -3.31220 -4.58818 0.1 0.4 0.3 0.070
H -0.43650 -1.90034 -3.39141 -0.2 -0.2 -0.4 0.001
C -1.54313 0.01304 -4.97531 0.2 1.9 1.4 -0.319
C -1.22635 0.56306 -3.76595 -0.5 -0.1 -1.5 0.050
H -0.90924 -0.03683 -2.91735 0.0 0.2 -0.1 0.021
H -1.31907 1.64495 -3.64600 0.0 -0.4 0.2 0.059
C -1.88212 -1.95604 -6.57093 0.0 -0.1 0.2 -0.057
H -1.67872 -3.03152 -6.59547 -0.1 0.2 -0.1 0.077
H -1.37296 -1.48572 -7.42480 -0.1 -0.1 0.3 0.090
H -2.96416 -1.81047 -6.70739 0.3 0.0 0.1 0.090
C -2.07112 0.90507 -6.08197 0.2 0.1 0.1 -0.059
H -3.05794 0.57392 -6.43777 0.3 0.1 0.1 0.089
H -1.39466 0.91833 -6.95039 -0.2 -0.1 0.2 0.091
H -2.16147 1.92759 -5.70208 0.0 -0.2 -0.2 0.075
Pb 0.34287 -0.95769 4.08560 0.1 -0.3 -0.3 1.386
O -0.01576 -0.34982 1.63816 1.5 0.4 -1.2 -0.139
C 0.90776 -0.04243 0.84401 -1.4 0.2 1.8 -0.362
O 1.56826 0.95335 3.59632 0.7 0.6 -1.4 -0.118
C 2.12554 1.32826 2.52863 -0.4 -0.3 1.1 -0.429
O 3.04033 2.27075 2.54168 -0.1 -0.6 -0.6 0.127
N 1.93422 0.83128 1.25931 -0.4 -0.4 0.1 0.084
C 3.66093 2.35897 1.20270 0.6 0.9 0.4 -0.035
C 2.93565 1.37789 0.33787 -0.3 -0.5 -0.5 -0.089
H 4.71462 2.08245 1.29554 -0.2 0.4 0.3 0.149
H 3.54266 3.37423 0.81118 0.2 -0.1 0.5 0.150
H 3.61165 0.58953 -0.00802 -0.2 0.1 -0.1 0.149
H 2.44009 1.86079 -0.50977 0.2 -0.1 0.1 0.148
C 1.05245 -0.53475 -0.50024 -0.2 -0.7 -1.1 -0.051
C 0.35602 -1.61503 -0.94152 0.8 0.8 0.7 0.143
H 1.80391 -0.01823 -1.11470 -0.4 -0.8 0.1 0.112
H -0.46111 -2.05117 -0.34983 0.5 0.1 -0.3 0.108
H 0.69146 -2.09226 -1.86062 -0.5 0.2 0.1 0.079
N -1.37935 0.43124 5.29632 -0.7 0.1 0.5 -0.050
N -1.40545 0.31631 6.73224 0.3 0.7 -0.9 -0.037
C -0.37196 -0.28161 7.38849 0.0 -0.2 1.1 -0.791
N -0.53405 -0.28361 8.72848 0.5 0.2 -1.0 0.141
S 0.99660 -1.01723 6.68158 -0.4 0.2 0.6 0.619
H -2.18381 -0.09973 4.93304 0.0 0.3 0.4 0.113
H -1.57683 1.40981 5.03970 0.4 -0.4 0.1 0.139
H -1.81639 1.12423 7.20747 -0.2 -0.5 -0.2 0.174
H 0.15245 -0.75295 9.30322 0.0 0.2 -0.1 0.126
H -1.10518 0.42665 9.17047 -0.1 -0.4 0.1 0.136
```
Positions in Å, forces in eV/Å.

**Net charge**: +2
**2S+1**: 1
**Max |F|**: 2.37 eV Å⁻¹
**Energy**: -42007.7149 eV

Orbital gap: 0.2102 0.1820 (Ha)